DFT (ωB97M-V with the def2-TZVPD basis set) results for C33H21Br4N6O5STc as an isolated structure.

Geometry (Å):
Tc: 1.19833 0.33377 -0.90402
O: -0.34490 2.11664 2.94167
C: -0.87814 3.22602 2.39247
C: -1.65321 4.04300 3.21712
C: -2.23648 5.18808 2.71562
C: -2.06313 5.54188 1.37978
C: -1.29685 4.73482 0.56331
C: -0.68656 3.57556 1.04752
C: 0.11178 2.73103 0.12992
O: 0.62678 1.62667 0.60952
N: 0.26988 3.12694 -1.09647
N: 0.96059 2.18034 -1.83234
C: 1.26788 2.49751 -3.03563
C: 2.03100 1.62925 -3.89365
C: 2.09236 1.91324 -5.26512
C: 2.84342 1.14352 -6.12283
C: 3.57794 0.07457 -5.59900
C: 3.55380 -0.21020 -4.25348
C: 2.77535 0.55308 -3.36475
O: 2.84213 0.25980 -2.08412
H: 0.13864 1.66045 2.21332
H: -1.78123 3.74703 4.25029
H: -2.83737 5.80959 3.36860
H: -2.52754 6.43449 0.98229
H: -1.15257 4.97856 -0.47996
H: 0.94213 3.46888 -3.39965
H: 1.52092 2.75387 -5.64372
H: 2.86583 1.36114 -7.18217
H: 4.17373 -0.54284 -6.26085
H: 4.11469 -1.03662 -3.83804
Br: -5.26132 -1.36742 -3.06817
C: -3.38194 -1.20853 -2.96020
C: -2.55686 -1.86776 -3.86384
Br: -3.29801 -2.94451 -5.22927
C: -1.16567 -1.75134 -3.76603
Br: 0.03176 -2.66894 -4.89717
C: -0.59886 -0.98413 -2.75670
O: 0.68131 -0.88486 -2.51425
C: -1.44180 -0.31200 -1.85045
O: -0.80868 0.35763 -0.90283
C: -2.81623 -0.42165 -1.94796
Br: -3.83800 0.49457 -0.65657
S: 3.16236 0.31992 0.46714
C: 2.59366 -0.71141 1.75298
N: 3.29297 -0.92109 2.79971
N: 2.85733 -1.80215 3.75940
C: 1.63322 -1.76780 4.43262
C: 0.72144 -0.72447 4.29232
C: -0.45444 -0.72319 5.02306
C: -0.74587 -1.75168 5.90884
C: 0.17154 -2.78333 6.06248
C: 1.34920 -2.79656 5.33371
N: 1.42123 -1.47843 1.52796
N: 0.91494 -1.34056 0.40608
C: -0.23346 -2.19626 0.21680
C: -0.21818 -3.10803 -0.82491
C: -1.33725 -3.90219 -1.03241
C: -2.45377 -3.75812 -0.22205
C: -2.44754 -2.83985 0.82056
C: -1.32803 -2.05901 1.05474
H: 3.62765 -2.08932 4.33630
H: 0.93785 0.10222 3.63390
H: -1.14002 0.10548 4.89381
H: -1.67171 -1.74958 6.46896
H: -0.03476 -3.59619 6.74827
H: 2.05115 -3.61563 5.44200
H: 0.64565 -3.16899 -1.47339
H: -1.34242 -4.60933 -1.85217
H: -3.33794 -4.35358 -0.41157
H: -3.32356 -2.71866 1.44433
H: -1.30617 -1.32331 1.84828

Forces on atoms 1 to 6 (eV/Å):
Tc -0.2 0.4 -0.3
O 0.0 0.0 -0.1
C 0.0 0.0 0.0
C 0.0 0.0 0.0
C 0.0 0.0 0.0
C 0.0 0.0 0.0

## Properties
gap between HOMO and LUMO (alpha / beta)	6.4 / 5.9	eV
total charge	-1
2S+1	2
E_HOMO (alpha / beta)	-4.82 / -4.76	eV
lowest unoccupied orbital energy (alpha / beta)	0.0588 / 0.0433	hartree
energy above the lowest of the compared OMol25 structures with the same formula, charge and spin	0.260	eV

Table of Löwdin atomic charges, one value per atom, all in e: atom 1 (Tc): 1.500, atom 2 (O): 0.046, atom 3 (C): -0.255, atom 4 (C): -0.019, atom 5 (C): -0.095, atom 6 (C): -0.101, atom 7 (C): -0.031, atom 8 (C): -0.068, atom 9 (C): -0.401, atom 10 (O): -0.257, atom 11 (N): 0.095, atom 12 (N): -0.102, atom 13 (C): -0.040, atom 14 (C): -0.148, atom 15 (C): -0.051, atom 16 (C): -0.106, atom 17 (C): -0.088, atom 18 (C): -0.007, atom 19 (C): -0.341, atom 20 (O): -0.354, atom 21 (H): 0.066, atom 22 (H): 0.113, atom 23 (H): 0.097, atom 24 (H): 0.093, atom 25 (H): 0.106, atom 26 (H): 0.133, atom 27 (H): 0.108, atom 28 (H): 0.092, atom 29 (H): 0.099, atom 30 (H): 0.119, atom 31 (Br): 0.681, atom 32 (C): -0.762, atom 33 (C): -0.760, atom 34 (Br): 0.682, atom 35 (C): -0.655, atom 36 (Br): 0.755, atom 37 (C): -0.427, atom 38 (O): -0.214, atom 39 (C): -0.391, atom 40 (O): -0.235, atom 41 (C): -0.644, atom 42 (Br): 0.768, atom 43 (S): 0.729, atom 44 (C): -0.763, atom 45 (N): 0.022, atom 46 (N): -0.013, atom 47 (C): -0.261, atom 48 (C): -0.042, atom 49 (C): -0.086, atom 50 (C): -0.113, atom 51 (C): -0.108, atom 52 (C): -0.046, atom 53 (N): 0.096, atom 54 (N): -0.066, atom 55 (C): -0.243, atom 56 (C): -0.026, atom 57 (C): -0.066, atom 58 (C): -0.078, atom 59 (C): -0.077, atom 60 (C): -0.019, atom 61 (H): 0.124, atom 62 (H): 0.087, atom 63 (H): 0.100, atom 64 (H): 0.091, atom 65 (H): 0.095, atom 66 (H): 0.104, atom 67 (H): 0.120, atom 68 (H): 0.110, atom 69 (H): 0.104, atom 70 (H): 0.105, atom 71 (H): 0.117

***

DFT (ωB97M-V with the def2-TZVPD basis set) results for C33H21BrN4O2Tl as an isolated structure.

Geometry (Å):
Tl: -0.21151 1.04942 0.02634
O: -5.66721 -4.78219 -1.01429
N: -5.30783 -3.68659 -1.50108
O: -5.92864 -3.16592 -2.46252
C: -4.22503 -3.02447 -0.92777
C: -3.57818 -3.63794 0.15040
C: -2.47216 -3.03977 0.77381
C: -1.78141 -3.61464 1.86950
C: -0.71302 -2.96522 2.42138
C: -0.29780 -1.73624 1.88615
N: -0.92166 -1.18549 0.85621
C: -1.98309 -1.79621 0.31688
C: -2.66698 -1.13333 -0.78102
N: -2.18298 0.06190 -1.13886
C: -2.75139 0.73991 -2.12873
C: -3.84152 0.23679 -2.81882
C: -4.35514 -0.99604 -2.46800
C: -3.78032 -1.73179 -1.41675
H: -3.95032 -4.59019 0.49082
H: -2.10912 -4.56932 2.26271
H: -0.17630 -3.38706 3.26030
H: 0.55408 -1.19637 2.27504
H: -2.32131 1.70730 -2.36371
H: -4.28394 0.80873 -3.62297
H: -5.20086 -1.42130 -2.98345
C: -1.05522 3.58037 3.62468
C: 0.14222 3.43999 4.31979
C: 1.15442 2.64413 3.82628
C: 1.01584 1.94834 2.60845
C: -0.20251 2.09581 1.91015
C: -1.21079 2.90418 2.42332
C: 2.08235 1.09284 2.08165
C: 3.32626 0.94299 2.70521
C: 4.28747 0.10329 2.20057
C: 4.00594 -0.65370 1.01585
C: 4.91000 -1.55085 0.44579
C: 4.59593 -2.27215 -0.69734
C: 3.34924 -2.09512 -1.28605
C: 2.43261 -1.20986 -0.74175
C: 2.73323 -0.46812 0.40922
N: 1.81203 0.39653 0.92535
H: -1.84950 4.20359 4.01604
H: 0.28663 3.95644 5.26177
H: 2.06540 2.55524 4.40221
H: -2.14214 3.01291 1.87844
H: 3.53814 1.50415 3.60472
H: 5.24874 -0.00356 2.68680
H: 5.87745 -1.67910 0.92005
H: 5.31158 -2.96491 -1.12090
H: 3.08118 -2.65067 -2.17655
H: 1.46314 -1.08860 -1.21299
Br: 2.54689 3.99732 -5.51043
C: 1.72421 3.14925 -4.02332
C: 0.89655 2.06069 -4.23435
C: 0.29895 1.44909 -3.13880
C: 0.51219 1.90480 -1.84155
C: 1.36003 2.99995 -1.66897
C: 1.96770 3.62707 -2.74821
H: 0.72679 1.69094 -5.23681
H: -0.33014 0.58355 -3.31770
H: 1.56425 3.37702 -0.67180
H: 2.62661 4.47219 -2.60039

Forces on atoms 1 to 6 (eV/Å):
Tl 0.1 0.1 0.2
O 0.1 0.0 0.0
N -0.2 0.0 0.2
O 0.0 -0.2 0.0
C 0.0 0.0 -0.1
C 0.1 0.1 0.0

## Properties
gap between HOMO and LUMO (alpha / beta)	4.6 / 5.3	eV
total charge	-1
E_HOMO (alpha / beta)	-2.54 / -3.19	eV
lowest unoccupied orbital energy (alpha / beta)	0.0746 / 0.0783	hartree
energy above the lowest of the compared OMol25 structures with the same formula, charge and spin	0.000	eV

Table of Löwdin atomic charges, one value per atom, all in e: atom 1 (Tl): 1.113, atom 2 (O): -0.046, atom 3 (N): -0.391, atom 4 (O): -0.064, atom 5 (C): -0.125, atom 6 (C): 0.026, atom 7 (C): -0.153, atom 8 (C): -0.013, atom 9 (C): -0.048, atom 10 (C): -0.112, atom 11 (N): 0.051, atom 12 (C): -0.153, atom 13 (C): -0.137, atom 14 (N): 0.029, atom 15 (C): -0.151, atom 16 (C): -0.045, atom 17 (C): 0.013, atom 18 (C): -0.042, atom 19 (H): 0.107, atom 20 (H): 0.115, atom 21 (H): 0.103, atom 22 (H): 0.104, atom 23 (H): 0.102, atom 24 (H): 0.103, atom 25 (H): 0.093, atom 26 (C): -0.118, atom 27 (C): -0.109, atom 28 (C): -0.051, atom 29 (C): -0.209, atom 30 (C): -0.223, atom 31 (C): -0.144, atom 32 (C): -0.268, atom 33 (C): -0.046, atom 34 (C): -0.047, atom 35 (C): -0.176, atom 36 (C): -0.065, atom 37 (C): -0.122, atom 38 (C): -0.109, atom 39 (C): -0.043, atom 40 (C): -0.234, atom 41 (N): -0.011, atom 42 (H): 0.090, atom 43 (H): 0.094, atom 44 (H): 0.091, atom 45 (H): 0.087, atom 46 (H): 0.091, atom 47 (H): 0.095, atom 48 (H): 0.101, atom 49 (H): 0.087, atom 50 (H): 0.094, atom 51 (H): 0.086, atom 52 (Br): 0.696, atom 53 (C): -0.700, atom 54 (C): -0.135, atom 55 (C): -0.135, atom 56 (C): -0.268, atom 57 (C): -0.124, atom 58 (C): -0.135, atom 59 (H): 0.097, atom 60 (H): 0.092, atom 61 (H): 0.097, atom 62 (H): 0.097

***

DFT (ωB97M-V with the def2-TZVPD basis set) results for C33H21GeN3O11Re as an isolated structure in a non-equilibrium geometry.

Geometry (Å):
Re: 0.15647 0.73888 0.36899
O: -2.48317 -2.00568 -0.67377
C: -1.85736 -0.99143 -0.77931
O: -0.59401 -0.89041 -0.33154
C: -2.43228 0.21855 -1.47785
C: -3.66176 0.05872 -2.09665
C: -4.27082 1.13044 -2.71179
C: -3.71711 2.39527 -2.67663
C: -2.49686 2.57328 -2.06321
C: -1.78526 1.47185 -1.52172
O: -0.50887 1.60237 -1.13472
N: -1.98634 3.94908 -1.98275
O: -1.11197 4.20314 -1.17247
O: -2.53315 4.77631 -2.67821
N: -5.56465 0.93667 -3.39147
O: -5.97942 -0.20002 -3.46902
O: -6.11440 1.92997 -3.81952
H: -4.14364 -0.90908 -2.08481
H: -4.23535 3.23853 -3.10958
O: -1.87980 0.78784 2.14378
C: -0.92112 0.56782 2.86528
O: 0.28381 0.51064 2.31220
C: -0.92668 0.36838 4.33297
C: -2.10737 0.33766 5.06844
C: -2.06449 0.13506 6.43883
C: -0.85033 -0.02957 7.08738
C: 0.31799 0.00806 6.34213
C: 0.29648 0.19998 4.97617
N: 1.61995 -0.16481 7.00065
O: 1.62490 -0.34073 8.19900
O: 2.61627 -0.12928 6.29612
H: -3.05267 0.47458 4.55891
H: -2.98284 0.09973 7.00750
H: -0.79589 -0.18295 8.15590
H: 1.21953 0.21416 4.42311
C: 2.06478 1.11160 0.50501
Ge: 3.57397 -0.09915 0.72342
C: 3.33394 -1.63403 1.88029
C: 4.41093 -2.10651 2.63441
C: 4.20150 -3.10833 3.56534
C: 2.93408 -3.65575 3.71911
C: 1.87375 -3.21550 2.93683
C: 2.06325 -2.19626 2.02051
C: 2.19109 2.43951 1.08165
C: 1.57374 3.54857 0.47848
C: 1.48785 4.75406 1.15929
C: 2.01000 4.87318 2.43621
C: 2.65267 3.78997 3.03691
C: 2.74889 2.59009 2.36871
C: 5.20843 0.47256 -0.15188
C: 6.49107 0.20388 0.32402
C: 7.58108 0.72711 -0.35065
C: 7.39502 1.49057 -1.49615
C: 6.11743 1.73810 -1.98086
C: 5.01770 1.24197 -1.30264
H: 5.39899 -1.68370 2.50491
H: 5.02635 -3.46845 4.16473
H: 2.77250 -4.43193 4.45519
H: 0.89672 -3.66934 3.04022
H: 1.24162 -1.84926 1.41173
H: 1.19663 3.46089 -0.53114
H: 1.00895 5.59575 0.67704
H: 1.92399 5.81072 2.96864
H: 3.07237 3.88566 4.02964
H: 3.21697 1.73308 2.84948
H: 6.64457 -0.39613 1.21111
H: 8.58030 0.53724 0.01731
H: 8.25261 1.90031 -2.01273
H: 5.97921 2.32106 -2.88129
H: 4.01495 1.44453 -1.66160

Forces on atoms 1 to 6 (eV/Å):
Re 2.3 0.0 1.2
O 0.3 0.1 0.0
C -0.9 -0.1 -0.3
O 0.9 0.4 0.5
C 0.6 0.4 0.2
C -0.3 -0.1 -0.1

## Properties
gap between HOMO and LUMO	6.8	eV
total charge	+1
E_HOMO	-11.87	eV
lowest unoccupied orbital energy	-0.1871	hartree
energy above the lowest of the compared OMol25 structures with the same formula, charge and spin	1.021	eV

Table of natural (NBO) atomic charges, one value per atom, all in e: atom 1 (Re): 1.569, atom 2 (O): -0.519, atom 3 (C): 0.772, atom 4 (O): -0.659, atom 5 (C): -0.247, atom 6 (C): -0.085, atom 7 (C): 0.005, atom 8 (C): -0.118, atom 9 (C): -0.044, atom 10 (C): 0.413, atom 11 (O): -0.616, atom 12 (N): 0.535, atom 13 (O): -0.383, atom 14 (O): -0.338, atom 15 (N): 0.531, atom 16 (O): -0.347, atom 17 (O): -0.350, atom 18 (H): 0.288, atom 19 (H): 0.295, atom 20 (O): -0.597, atom 21 (C): 0.793, atom 22 (O): -0.716, atom 23 (C): -0.205, atom 24 (C): -0.109, atom 25 (C): -0.208, atom 26 (C): -0.146, atom 27 (C): -0.004, atom 28 (C): -0.087, atom 29 (N): 0.529, atom 30 (O): -0.344, atom 31 (O): -0.389, atom 32 (H): 0.245, atom 33 (H): 0.239, atom 34 (H): 0.261, atom 35 (H): 0.249, atom 36 (C): -0.605, atom 37 (Ge): 1.803, atom 38 (C): -0.448, atom 39 (C): -0.205, atom 40 (C): -0.198, atom 41 (C): -0.148, atom 42 (C): -0.195, atom 43 (C): -0.200, atom 44 (C): -0.200, atom 45 (C): -0.177, atom 46 (C): -0.191, atom 47 (C): -0.160, atom 48 (C): -0.209, atom 49 (C): -0.133, atom 50 (C): -0.438, atom 51 (C): -0.213, atom 52 (C): -0.188, atom 53 (C): -0.152, atom 54 (C): -0.200, atom 55 (C): -0.211, atom 56 (H): 0.217, atom 57 (H): 0.237, atom 58 (H): 0.235, atom 59 (H): 0.236, atom 60 (H): 0.221, atom 61 (H): 0.248, atom 62 (H): 0.243, atom 63 (H): 0.234, atom 64 (H): 0.235, atom 65 (H): 0.199, atom 66 (H): 0.219, atom 67 (H): 0.235, atom 68 (H): 0.235, atom 69 (H): 0.236, atom 70 (H): 0.227